{"formula": "C58H40ClF8O32P3S2", "method": "wB97M-V/def2-TZVPD", "orbital_gap_ev": 5.02, "e_tot_ha": -7720.2426, "charge": 0, "lumo_ev": -2.7, "symbols": ["C", "C", "C", "C", "C", "C", "P", "O", "Cl", "C", "C", "C", "O", "C", "C", "C", "C", "C", "C", "C", "F", "F", "C", "F", "F", "F", "C", "S", "C", "P", "P", "O", "O", "O", "C", "S", "O", "O", "C", "F", "F", "F", "C", "O", "H", "H", "H", "H", "H", "H", "H", "H", "H", "H", "H", "H", "H", "H", "H", "H", "C", "C", "C", "O", "C", "C", "C", "O", "O", "O", "H", "H", "H", "H", "C", "C", "C", "O", "C", "C", "C", "O", "O", "O", "H", "H", "H", "H", "C", "C", "C", "O", "C", "C", "C", "O", "O", "O", "H", "H", "H", "H", "C", "C", "C", "O", "C", "C", "C", "O", "O", "O", "H", "H", "H", "H", "C", "C", "C", "O", "C", "C", "C", "O", "O", "O", "H", "H", "H", "H", "C", "C", "C", "O", "C", "C", "C", "O", "O", "O", "H", "H", "H", "H"], "coordinates": [[0.076, 9.055, 0.485], [-0.841, 8.855, -0.694], [-0.287, 7.914, -1.919], [0.967, 8.612, -2.780], [1.636, 7.816, -4.036], [1.086, 6.278, -4.401], [1.938, 5.457, -5.900], [2.924, 6.718, -6.650], [3.315, 3.937, -5.364], [-0.154, 5.604, -3.504], [-0.897, 6.420, -2.278], [-2.187, 5.715, -1.494], [-2.702, 6.462, -0.528], [-2.650, 4.122, -1.732], [-1.797, 3.241, -2.875], [-2.029, 1.596, -3.099], [-1.121, 0.683, -4.163], [-0.482, -0.683, -3.441], [1.093, -0.944, -3.741], [1.854, -1.321, -2.312], [1.501, -0.398, -1.190], [3.348, -1.235, -2.548], [1.567, -2.838, -1.768], [2.707, -3.178, -0.841], [1.573, -3.891, -2.813], [0.333, -2.965, -0.921], [-3.248, 0.898, -2.192], [-3.688, -0.952, -2.440], [-4.157, 1.768, -1.079], [-5.437, 0.699, -0.156], [-4.419, -0.918, 1.018], [-4.922, -2.306, 0.370], [-4.981, -0.943, 2.666], [-2.692, -0.874, 0.821], [-3.895, 3.409, -0.854], [-5.009, 4.402, 0.332], [-6.442, 3.772, 0.531], [-5.504, 5.739, -0.370], [-4.284, 4.657, 2.028], [-3.253, 3.620, 2.401], [-5.426, 4.509, 3.009], [-3.755, 6.044, 2.246], [-0.751, 4.124, -3.814], [-0.621, 3.687, -5.069], [0.078, 8.368, 1.437], [0.828, 9.984, 0.516], [-1.895, 9.362, -0.720], [1.371, 9.690, -2.537], [2.487, 8.338, -4.665], [2.984, 6.586, -7.642], [-1.739, 0.442, -5.124], [-0.134, 1.242, -4.515], [-0.795, -0.626, -2.312], [-1.079, -1.581, -3.945], [1.686, -0.063, -4.229], [1.200, -1.923, -4.413], [-4.618, -1.007, -3.492], [-6.089, 1.341, 0.940], [-4.417, -1.534, 3.254], [-2.440, -1.794, 0.464], [4.987, -8.407, 0.929], [3.671, -8.599, 0.821], [2.827, -7.717, -0.032], [1.624, -7.930, -0.126], [3.485, -6.604, -0.734], [4.801, -6.409, -0.623], [5.648, -7.308, 0.208], [6.857, -7.115, 0.275], [5.424, -5.363, -1.278], [3.043, -9.628, 1.498], [5.613, -9.042, 1.544], [2.857, -5.959, -1.336], [6.375, -5.437, -1.040], [2.094, -9.558, 1.256], [5.020, -13.083, -1.615], [4.732, -12.393, -0.509], [5.754, -12.167, 0.549], [5.466, -11.513, 1.546], [7.090, -12.751, 0.353], [7.377, -13.443, -0.751], [6.363, -13.646, -1.822], [6.661, -14.271, -2.834], [8.630, -13.997, -0.940], [3.471, -11.863, -0.307], [4.287, -13.253, -2.393], [7.819, -12.594, 1.138], [8.587, -14.445, -1.813], [3.515, -11.410, 0.563], [2.185, 13.322, -0.984], [2.836, 14.370, -0.476], [4.324, 14.415, -0.443], [4.894, 15.400, 0.013], [5.061, 13.253, -0.965], [4.410, 12.204, -1.470], [2.922, 12.171, -1.528], [2.353, 11.200, -2.015], [5.095, 11.107, -1.959], [2.150, 15.455, 0.039], [1.104, 13.277, -1.016], [6.141, 13.292, -0.919], [4.403, 10.484, -2.270], [2.842, 16.081, 0.344], [-3.198, 6.773, 5.638], [-3.872, 7.120, 6.736], [-3.168, 7.425, 8.013], [-3.814, 7.759, 9.000], [-1.702, 7.305, 8.037], [-1.028, 6.955, 6.940], [-1.730, 6.677, 5.657], [-1.081, 6.376, 4.660], [0.350, 6.838, 6.956], [-5.252, 7.210, 6.728], [-3.696, 6.551, 4.703], [-1.204, 7.512, 8.976], [0.600, 6.575, 6.043], [-5.502, 7.478, 7.639], [2.451, -17.464, -6.215], [2.163, -16.774, -5.109], [3.185, -16.548, -4.050], [2.897, -15.894, -3.054], [4.521, -17.132, -4.246], [4.808, -17.824, -5.351], [3.794, -18.027, -6.421], [4.092, -18.652, -7.433], [6.061, -18.378, -5.540], [0.902, -16.244, -4.906], [1.718, -17.634, -6.993], [5.250, -16.975, -3.461], [6.018, -18.826, -6.413], [0.946, -15.791, -4.036], [-8.893, 4.405, 8.450], [-10.209, 4.213, 8.343], [-11.053, 5.095, 7.490], [-12.257, 4.882, 7.395], [-10.396, 6.209, 6.788], [-9.080, 6.403, 6.899], [-8.233, 5.504, 7.729], [-7.023, 5.697, 7.797], [-8.456, 7.449, 6.244], [-10.838, 3.184, 9.020], [-8.268, 3.770, 9.065], [-11.023, 6.853, 6.186], [-7.506, 7.376, 6.481], [-11.787, 3.254, 8.777]], "forces_ev_per_a": [[-0.43, 0.53, -0.86], [1.78, -0.71, 0.39], [-0.06, -1.75, -0.73], [-1.25, -3.93, -1.49], [-3.54, -1.62, 2.82], [-0.37, 3.02, 3.67], [-0.79, 0.62, -2.18], [-0.83, -1.34, 0.79], [-0.25, 1.02, 0.54], [0.25, 2.17, 1.43], [2.97, 0.51, -2.82], [-0.51, 3.39, 4.00], [2.60, -4.85, -5.48], [-0.21, -2.53, -0.82], [-1.86, -0.33, 2.32], [-2.10, 1.91, 2.08], [1.22, 0.40, 0.57], [-1.91, -0.37, -0.85], [0.37, -0.87, 1.19], [1.07, 1.22, -0.24], [1.23, -2.80, -3.39], [-4.53, -0.28, 0.95], [1.11, -2.53, 2.55], [-3.91, 0.89, -3.04], [-0.31, 3.74, 3.47], [4.06, 0.44, -3.33], [0.48, 3.70, -0.42], [0.12, 1.93, -0.11], [3.42, 2.31, -1.25], [-0.01, -0.14, -0.56], [-0.31, -6.51, -0.82], [1.92, 5.08, 2.26], [2.39, 0.23, -1.91], [-2.47, -1.13, 0.21], [3.25, -2.69, -2.66], [-8.81, 3.19, -5.11], [5.86, -0.21, 0.40], [3.96, -4.02, 2.69], [1.17, 0.85, 5.47], [-3.55, 3.82, -1.46], [4.20, 0.51, -3.44], [-1.70, -5.29, -0.90], [-0.49, -1.06, -5.71], [-0.32, 2.02, 7.06], [1.26, 0.16, -2.80], [-3.05, -1.00, 0.78], [2.63, 0.05, -0.99], [-1.23, -2.59, -0.30], [-1.98, -1.43, 1.36], [-0.42, -0.18, 1.87], [0.99, 0.46, 2.01], [-2.58, -0.47, 0.78], [1.08, -0.32, -2.15], [1.33, 1.83, 1.45], [-1.20, -1.59, 1.07], [-0.05, 2.29, 1.47], [0.90, 0.78, 0.94], [0.88, 0.49, -0.33], [-0.85, 0.91, -1.26], [-0.80, 1.75, 0.76], [0.27, 0.11, -0.02], [-0.11, -1.22, 0.93], [-0.85, 0.42, -0.50], [0.85, -0.12, 0.29], [-0.32, -0.24, 0.09], [0.35, 1.56, -1.08], [0.90, -0.31, 0.43], [-0.93, 0.07, -0.22], [-0.12, -1.63, 1.15], [-0.06, 1.32, -1.07], [-0.06, 0.02, -0.04], [0.04, -0.04, 0.04], [-0.39, 0.03, -0.10], [0.30, 0.07, 0.08], [0.33, -0.21, -0.27], [-1.93, 0.50, -0.21], [0.46, 0.27, 0.89], [0.02, -0.46, -0.79], [-0.25, 0.20, 0.19], [1.82, -0.52, 0.25], [-0.59, -0.28, -0.89], [0.11, 0.32, 0.78], [-1.87, 0.43, -0.46], [2.05, -0.56, 0.29], [0.04, -0.03, 0.06], [-0.04, 0.00, -0.05], [0.02, 0.19, 0.35], [-0.09, 0.04, -0.19], [-0.02, -0.53, -0.25], [-1.43, 1.35, 0.64], [1.10, 0.44, 0.23], [-0.74, -0.65, -0.30], [-0.04, 0.32, 0.14], [1.38, -1.21, -0.52], [-0.90, 0.07, 0.02], [0.75, 0.62, 0.26], [-1.63, 1.08, 0.44], [1.65, -1.22, -0.58], [0.06, 0.01, -0.01], [-0.06, 0.00, -0.01], [0.35, 0.24, 0.14], [-0.27, -0.23, -0.12], [0.36, -0.10, -0.19], [-1.85, 0.04, -0.62], [0.09, 0.26, 1.07], [0.22, -0.25, -0.88], [-0.31, 0.07, 0.14], [1.78, -0.01, 0.58], [-0.25, -0.28, -1.04], [-0.15, 0.23, 0.84], [-1.78, -0.04, -0.79], [2.21, 0.50, 0.60], [0.04, 0.04, 0.06], [-0.04, -0.01, -0.05], [-0.12, 0.11, 0.37], [0.13, -0.31, -0.27], [0.24, -0.18, -0.20], [-1.81, 0.48, -0.23], [0.55, 0.27, 0.86], [-0.11, -0.36, -0.75], [-0.27, 0.20, 0.23], [1.80, -0.52, 0.25], [-0.44, -0.35, -0.95], [0.06, 0.40, 0.85], [-1.88, 0.44, -0.46], [1.89, -0.39, 0.43], [0.05, 0.02, 0.05], [-0.03, 0.04, -0.06], [0.02, 0.19, 0.35], [-0.02, -0.18, -0.35], [0.32, 0.19, -0.12], [-0.34, -1.52, 1.11], [-0.87, 0.46, -0.53], [0.87, -0.10, 0.29], [-0.33, -0.24, 0.11], [0.35, 1.59, -1.10], [0.82, -0.50, 0.53], [-1.21, -0.03, 0.06], [-0.16, -1.63, 1.26], [0.14, 1.58, -1.20], [-0.04, 0.04, -0.05], [0.04, -0.05, 0.03], [-0.31, 0.00, -0.30], [0.38, -0.03, 0.08]], "lowdin_charge": [-0.027, -0.142, -0.049, 0.036, -0.018, -0.276, 0.580, -0.425, 0.106, -0.022, 0.029, -0.157, -0.025, 0.050, 0.052, -0.017, -0.139, -0.209, -0.069, -0.176, 0.003, -0.015, -0.141, 0.013, 0.033, 0.022, -0.403, 0.685, -0.347, 0.837, 0.510, -0.479, -0.259, -0.289, -0.143, 0.871, -0.385, -0.344, -0.264, 0.002, -0.002, 0.012, -0.201, -0.070, 0.072, 0.068, 0.118, 0.062, 0.098, 0.064, 0.132, 0.110, 0.097, 0.113, 0.138, 0.144, -0.084, -0.075, 0.094, 0.089, 0.082, -0.200, -0.299, 0.111, 0.079, -0.204, -0.298, 0.110, 0.081, 0.057, 0.127, 0.122, 0.117, 0.126, 0.080, -0.198, -0.295, 0.100, 0.080, -0.207, -0.304, 0.098, 0.079, 0.079, 0.133, 0.138, 0.116, 0.081, 0.082, -0.202, -0.301, 0.115, 0.083, -0.202, -0.284, 0.054, 0.085, 0.087, 0.140, 0.140, 0.115, 0.119, 0.085, -0.189, -0.300, 0.112, 0.077, -0.209, -0.303, 0.102, 0.078, 0.047, 0.119, 0.137, 0.115, 0.105, 0.077, -0.208, -0.303, 0.099, 0.079, -0.206, -0.306, 0.106, 0.081, 0.079, 0.138, 0.133, 0.116, 0.116, 0.080, -0.207, -0.306, 0.106, 0.079, -0.200, -0.287, 0.102, 0.088, 0.079, 0.138, 0.138, 0.090, 0.117]}

---

{"formula": "C5H12O3", "method": "wB97M-V/def2-TZVPD", "orbital_gap_ev": 10.65, "de_lowest_kj_mol": 234.5, "e_tot_ha": -423.3645, "charge": 0, "lumo_ev": 0.6, "symbols": ["C", "O", "C", "C", "C", "C", "O", "H", "H", "H", "H", "H", "H", "H", "H", "H", "H", "H", "H", "O"], "coordinates": [[-0.659, 1.348, -0.052], [0.209, 2.380, -0.613], [-0.519, 0.017, -0.755], [0.146, -1.189, -0.089], [-0.610, -1.760, 1.075], [0.246, -2.502, 2.120], [0.037, -3.647, 2.423], [-1.623, 1.785, 0.097], [-0.168, 1.192, 0.959], [1.032, 2.513, -0.138], [-0.032, 0.288, -1.730], [-1.453, -0.132, -1.366], [1.173, -0.957, 0.178], [0.331, -1.992, -0.771], [-1.253, -2.627, 0.738], [-1.389, -1.106, 1.417], [1.039, -1.946, 2.582], [0.303, 4.387, -3.412], [0.803, 3.407, -2.232], [0.945, 3.741, -3.127]], "forces_ev_per_a": [[3.60, -0.06, 2.49], [-0.67, 0.21, -0.79], [-0.99, 0.70, -3.72], [0.14, 0.79, -0.12], [-1.01, -2.88, -0.13], [-1.48, 0.37, -0.54], [0.16, 0.10, -0.03], [-0.64, 0.00, -0.28], [-1.16, 0.07, -0.50], [-0.21, -0.44, 0.35], [0.82, -0.23, 1.01], [-0.01, -0.95, 1.50], [0.21, 0.63, 0.42], [-0.26, -0.37, -0.92], [0.54, 0.81, -0.10], [0.12, 0.79, 1.01], [0.95, 0.53, 0.43], [-0.37, 0.05, 0.54], [-0.76, 0.29, -0.19], [0.99, -0.41, -0.43]], "nbo_charge": [-0.059, -0.772, -0.473, -0.409, -0.531, 0.451, -0.504, 0.195, 0.159, 0.480, 0.250, 0.224, 0.202, 0.226, 0.229, 0.234, 0.104, 0.472, 0.496, -0.975]}

---

{"formula": "C9H20NS", "method": "wB97M-V/def2-TZVPD", "orbital_gap_ev": 10.30, "de_lowest_kj_mol": 51.6, "e_tot_ha": -807.5122, "charge": 1, "lumo_ev": -2.7, "symbols": ["C", "C", "C", "C", "C", "C", "C", "C", "C", "N", "S", "H", "H", "H", "H", "H", "H", "H", "H", "H", "H", "H", "H", "H", "H", "H", "H", "H", "H", "H", "H"], "coordinates": [[1.985, 1.232, 0.174], [1.163, 0.265, 0.594], [1.617, -0.885, 1.543], [-0.935, 1.553, 0.584], [0.203, -1.491, -1.794], [0.301, 0.923, -2.363], [-1.591, -0.342, 2.140], [-0.320, 0.235, 0.204], [-0.328, -0.109, -1.435], [-1.005, -0.913, 0.898], [-2.211, 0.034, -1.680], [1.634, 2.143, -0.349], [2.954, 1.095, 0.398], [1.113, -0.757, 2.494], [2.696, -0.619, 1.674], [1.492, -1.802, 1.103], [-1.987, 1.636, 0.129], [-0.283, 2.323, 0.253], [-1.039, 1.959, 1.550], [0.557, -2.171, -0.957], [-0.442, -2.086, -2.451], [1.155, -1.368, -2.288], [0.010, 2.014, -2.225], [1.373, 0.687, -2.291], [-0.210, 0.739, -3.305], [-2.427, 0.460, 1.869], [-1.861, -1.256, 2.810], [-0.943, 0.269, 2.731], [-0.326, -1.685, 1.198], [-1.805, -1.130, 0.290], [-2.158, -0.261, -2.971]], "forces_ev_per_a": [[-3.85, 0.08, -0.36], [-0.42, -0.74, 0.62], [1.73, 4.52, -0.36], [-2.38, 0.75, -2.48], [0.89, -1.24, 0.97], [-0.57, 0.82, 0.70], [-2.96, -0.91, 1.63], [2.74, -0.09, -1.51], [-2.65, 1.14, 1.97], [0.59, 1.10, 1.33], [0.55, -0.27, -0.11], [0.50, -0.88, 0.23], [3.47, 0.11, 0.72], [0.01, -0.30, 0.26], [-0.78, -0.97, 0.28], [-0.03, -2.54, -0.83], [1.66, 0.39, 0.42], [0.27, 0.62, -1.40], [0.12, -0.77, 1.77], [-1.00, 0.80, -0.48], [0.03, 0.32, 0.24], [0.20, 0.15, -0.54], [0.64, -1.36, 0.55], [-0.29, 0.80, -0.83], [0.89, -0.37, -0.57], [1.25, -2.69, 0.66], [-0.26, 1.86, -1.23], [1.08, -0.07, -0.01], [-1.49, 1.09, -1.21], [0.25, -1.05, -0.10], [-0.22, -0.34, -0.34]], "nbo_charge": [-0.371, 0.006, -0.670, -0.692, -0.685, -0.665, -0.447, 0.103, -0.024, -0.592, -0.089, 0.220, 0.210, 0.221, 0.262, 0.202, 0.241, 0.258, 0.252, 0.213, 0.254, 0.243, 0.242, 0.234, 0.238, 0.263, 0.244, 0.234, 0.472, 0.469, 0.154]}

---

{"formula": "C23H18BrN4OPtSe", "method": "wB97M-V/def2-TZVPD", "orbital_gap_ev": 7.01, "de_lowest_kj_mol": 216.2, "e_tot_ha": -6276.0257, "charge": 1, "lumo_ev": -3.4, "symbols": ["Pt", "O", "C", "C", "C", "N", "C", "Br", "C", "H", "H", "H", "H", "N", "C", "C", "C", "C", "C", "C", "C", "C", "C", "C", "C", "C", "H", "H", "H", "H", "H", "H", "H", "H", "H", "H", "Se", "N", "C", "C", "C", "C", "C", "C", "N", "H", "H", "H", "H"], "coordinates": [[0.298, -0.950, -0.287], [-4.564, -4.853, -0.268], [-3.616, -3.938, -0.496], [-3.888, -2.598, -0.762], [-2.831, -1.746, -0.970], [-1.550, -2.140, -0.921], [-1.325, -3.441, -0.664], [0.500, -3.905, -0.548], [-2.298, -4.383, -0.456], [-5.445, -4.463, -0.311], [-4.904, -2.228, -0.813], [-2.991, -0.697, -1.196], [-2.070, -5.421, -0.265], [2.167, 0.088, -0.440], [3.037, 0.201, 0.717], [4.404, 0.121, 0.503], [5.289, 0.189, 1.564], [4.784, 0.330, 2.849], [3.415, 0.402, 3.045], [2.508, 0.354, 1.983], [1.052, 0.397, 2.266], [0.606, 1.141, 3.361], [-0.705, 1.081, 3.808], [-1.606, 0.241, 3.171], [-1.200, -0.454, 2.040], [0.106, -0.353, 1.562], [2.705, -0.321, -1.196], [1.845, 0.999, -0.757], [4.779, 0.001, -0.509], [6.355, 0.124, 1.388], [5.452, 0.367, 3.700], [3.031, 0.458, 4.056], [1.307, 1.791, 3.872], [-1.012, 1.675, 4.659], [-2.623, 0.146, 3.531], [-1.912, -1.084, 1.520], [-1.253, 2.489, 0.270], [-0.814, 1.207, -0.895], [-0.715, 1.798, -2.072], [-0.367, 1.120, -3.301], [-0.311, 1.842, -4.436], [-0.588, 3.266, -4.466], [-0.909, 3.946, -3.351], [-0.981, 3.226, -2.099], [-1.288, 3.775, -0.945], [-0.164, 0.056, -3.297], [-0.054, 1.347, -5.365], [-0.536, 3.785, -5.414], [-1.118, 5.009, -3.363]], "forces_ev_per_a": [[0.93, -0.11, -0.69], [0.06, 0.12, -0.03], [-0.24, -0.30, 0.07], [-0.06, 0.10, -0.11], [0.10, 0.25, -0.17], [0.44, -0.34, 0.98], [0.22, 0.19, -0.04], [-0.12, -0.81, -0.15], [0.11, 0.09, -0.11], [-0.04, -0.01, 0.00], [0.03, -0.01, 0.00], [0.04, -0.02, 0.12], [0.01, 0.03, 0.03], [-0.72, -0.32, 0.53], [0.23, -0.11, -0.43], [0.10, -0.02, -0.12], [-0.03, 0.02, 0.03], [-0.08, 0.00, -0.03], [0.08, 0.03, 0.11], [-0.18, 0.08, 0.30], [0.21, -0.18, 0.05], [-0.13, 0.01, 0.19], [0.08, -0.01, -0.04], [0.03, 0.02, 0.05], [0.03, -0.07, 0.04], [-0.50, 0.42, -0.08], [-0.04, -0.05, -0.11], [0.08, 0.14, 0.05], [0.00, 0.01, 0.04], [-0.04, 0.00, 0.01], [-0.02, -0.01, -0.02], [0.01, 0.02, -0.03], [-0.01, -0.04, -0.01], [0.00, -0.01, -0.01], [0.04, 0.00, -0.02], [-0.01, 0.05, -0.01], [-0.10, 0.06, 0.31], [-0.58, 0.97, -0.41], [0.08, -0.07, -0.52], [-0.10, 0.14, 0.51], [-0.01, 0.40, -0.31], [0.11, -0.43, -0.22], [-0.07, -0.08, 0.51], [0.05, 0.06, -0.41], [0.06, -0.15, 0.09], [-0.05, 0.00, 0.04], [-0.02, 0.06, 0.00], [0.02, -0.06, 0.00], [0.01, -0.07, 0.05]], "nbo_charge": [0.710, -0.617, 0.399, -0.333, 0.088, -0.587, 0.175, 0.139, -0.326, 0.498, 0.241, 0.229, 0.267, -0.795, 0.202, -0.252, -0.184, -0.195, -0.166, -0.087, -0.155, -0.174, -0.221, -0.194, -0.319, 0.037, 0.407, 0.411, 0.214, 0.231, 0.231, 0.225, 0.225, 0.230, 0.227, 0.217, 0.995, -0.763, 0.180, -0.273, -0.157, -0.204, -0.184, 0.067, -0.578, 0.216, 0.226, 0.232, 0.242]}

---

Q: What is the charge in the fourth record?
A: +1

---

Q: charge of number 1 (C58H40ClF8O32P3S2)?
A: 0

---

Q: Number 4 is which compound?
A: C23H18BrN4OPtSe